{
  "formula": "C39H33ClN6O3P2SV",
  "method": "ωB97M-V/def2-TZVPD",
  "de_lowest_ev": 0.0000,
  "total_energy_ev": -123686.64117,
  "fmax_ev_per_a": 0.886,
  "homo_lumo_gap_ev": [4.962, 7.666],
  "homo_energy_ev": [-5.269, -8.092],
  "spin_multiplicity": 4,
  "species": ["V", "Cl", "C", "C", "C", "C", "O", "C", "C", "N", "C", "C", "C", "C", "C", "C", "C", "C", "N", "C", "C", "H", "H", "H", "H", "H", "H", "H", "H", "H", "H", "C", "P", "C", "C", "C", "C", "C", "C", "C", "P", "C", "C", "H", "H", "H", "H", "H", "H", "H", "H", "H", "H", "H", "H", "H", "H", "H", "H", "O", "N", "O", "C", "C", "C", "C", "C", "C", "N", "C", "C", "N", "C", "C", "C", "C", "H", "H", "H", "H", "H", "H", "H", "S", "C", "N"],
  "positions_angstrom": [[-0.20705, -0.20839, -0.20708], [4.40804, 4.04810, 3.32306], [3.47429, 3.18399, 2.13762], [4.12002, 2.59882, 1.04676], [3.40281, 1.91315, 0.09532], [2.00554, 1.75264, 0.21753], [1.34163, 1.06839, -0.67044], [1.36773, 2.37856, 1.30825], [-0.07018, 2.45100, 1.38312], [-0.90249, 1.73673, 0.71899], [-2.26981, 2.08163, 0.91674], [-2.83022, 2.04464, 2.16180], [-4.19130, 2.37488, 2.34898], [-4.96190, 2.75098, 1.29249], [-4.39982, 2.84112, -0.00256], [-5.14391, 3.28569, -1.12110], [-4.53755, 3.38427, -2.33127], [-3.17258, 3.02705, -2.42592], [-2.44631, 2.60098, -1.42808], [-3.04647, 2.50185, -0.20879], [2.11013, 3.10288, 2.25555], [5.19428, 2.69450, 0.95950], [3.89792, 1.46796, -0.75660], [-0.46696, 3.23525, 2.03469], [-2.23235, 1.73205, 3.00686], [-4.60979, 2.31863, 3.34486], [-6.00629, 3.00154, 1.42757], [-6.18876, 3.54246, -0.99385], [-5.07110, 3.72018, -3.20927], [-2.67625, 3.10388, -3.38859], [1.60390, 3.59445, 3.07628], [0.80467, -3.82183, -0.61670], [0.01061, -2.41091, -1.44355], [-1.49931, -3.19366, -2.08795], [1.03523, -2.04268, -2.91010], [1.90618, -2.96877, -3.47256], [2.71481, -2.61278, -4.54187], [2.65304, -1.32657, -5.05542], [1.77762, -0.39945, -4.50779], [0.96508, -0.74380, -3.43370], [-0.27091, 0.39049, -2.69990], [-1.73477, 0.03256, -3.73273], [0.26005, 2.05432, -3.19281], [1.86284, -3.63347, -0.45181], [0.67737, -4.73913, -1.19418], [0.32745, -3.95599, 0.35541], [-1.23931, -3.96414, -2.81617], [-2.17831, -2.47283, -2.53455], [-2.03289, -3.65514, -1.25495], [1.97453, -3.96936, -3.06359], [3.39661, -3.33784, -4.96626], [3.28753, -1.04096, -5.88430], [1.73748, 0.60060, -4.91948], [-1.72025, 0.63020, -4.64517], [-2.64738, 0.23769, -3.17964], [-1.72777, -1.01582, -4.02228], [-0.05172, 2.28497, -4.21280], [1.34247, 2.12688, -3.10782], [-0.18874, 2.76355, -2.50179], [0.53230, -2.06154, 6.75240], [1.59766, -2.08418, 6.10674], [2.66866, -2.42815, 6.62909], [1.57793, -1.84062, 4.72377], [2.79774, -1.92348, 4.03745], [2.87467, -1.70204, 2.66531], [4.06938, -1.81209, 1.89772], [4.03280, -1.57219, 0.55054], [2.83036, -1.20466, -0.06371], [1.69622, -1.10591, 0.63218], [1.71025, -1.34789, 1.94151], [0.44570, -1.27342, 2.63517], [-0.61142, -0.97279, 1.85435], [-1.82778, -0.98503, 2.39043], [-2.02595, -1.25132, 3.73640], [-0.94871, -1.50614, 4.55671], [0.35304, -1.54067, 4.01768], [3.68248, -2.17128, 4.60129], [4.99351, -2.08216, 2.39137], [4.92765, -1.64285, -0.05328], [2.77895, -0.94846, -1.11084], [-2.65175, -0.77838, 1.72463], [-3.03075, -1.25158, 4.13555], [-1.07801, -1.70259, 5.60757], [-4.86328, -0.71851, -1.22673], [-3.30221, -0.64669, -0.82159], [-2.16680, -0.59145, -0.52965]],
  "forces_ev_per_a": [[0.80, 0.29, 0.23], [0.00, 0.00, 0.00], [-0.08, 0.03, 0.05], [0.04, 0.00, -0.03], [-0.09, 0.05, 0.09], [0.06, -0.05, -0.06], [-0.43, -0.16, -0.05], [-0.02, 0.12, 0.14], [0.14, 0.10, 0.04], [0.04, -0.25, 0.02], [-0.05, 0.00, -0.30], [-0.18, 0.01, -0.07], [0.07, -0.04, 0.07], [-0.05, 0.06, 0.01], [0.01, -0.01, -0.05], [-0.08, -0.04, 0.19], [0.18, -0.03, -0.10], [-0.13, 0.01, -0.07], [-0.06, -0.08, 0.13], [0.12, -0.03, 0.12], [0.12, -0.07, -0.10], [0.01, 0.00, -0.01], [0.00, -0.02, -0.02], [0.02, -0.03, -0.03], [0.05, -0.02, 0.03], [-0.03, 0.00, 0.00], [-0.01, 0.00, 0.00], [0.01, -0.01, 0.02], [0.02, 0.00, -0.01], [0.06, -0.01, -0.04], [-0.01, 0.01, 0.02], [0.03, -0.14, -0.04], [0.00, 0.11, 0.14], [-0.09, -0.12, -0.05], [-0.03, -0.02, 0.04], [0.04, -0.04, 0.01], [-0.01, -0.03, 0.02], [0.01, 0.04, -0.01], [0.02, -0.02, -0.02], [-0.07, 0.00, -0.14], [0.07, -0.14, 0.19], [0.00, 0.08, -0.12], [0.08, 0.06, -0.07], [0.03, 0.02, 0.01], [0.02, 0.01, 0.01], [-0.02, 0.02, -0.01], [-0.02, 0.01, 0.01], [0.04, 0.03, -0.02], [0.04, 0.02, 0.03], [0.00, -0.01, 0.00], [0.01, 0.00, -0.01], [0.01, -0.01, 0.00], [-0.01, 0.02, -0.01], [0.02, 0.00, 0.00], [-0.08, 0.04, 0.03], [-0.03, -0.03, 0.01], [0.04, -0.02, 0.00], [-0.01, 0.01, 0.04], [-0.06, 0.01, 0.03], [0.10, 0.26, 0.10], [-0.06, -0.82, -0.09], [-0.02, 0.33, -0.02], [0.01, 0.18, 0.03], [-0.06, 0.04, -0.03], [0.14, -0.03, 0.01], [-0.02, 0.01, -0.01], [-0.05, 0.01, -0.02], [0.10, -0.06, 0.04], [-0.29, 0.26, -0.18], [-0.09, -0.08, 0.18], [0.12, 0.03, -0.11], [-0.12, 0.08, -0.27], [-0.11, -0.04, 0.09], [0.02, 0.03, -0.07], [-0.05, -0.05, 0.06], [0.03, 0.03, 0.02], [0.02, -0.02, 0.01], [0.01, -0.01, 0.02], [0.02, -0.01, 0.00], [0.02, 0.00, -0.05], [-0.01, 0.02, 0.03], [-0.02, 0.00, -0.01], [-0.03, 0.02, -0.06], [0.19, -0.01, 0.01], [-0.24, 0.00, -0.01], [-0.17, 0.12, 0.02]]
}